A cluster of 4 separate species, C19H36N4O2 in total, computed with the ωB97M-V functional and the def2-TZVPD basis.

CARTESIAN COORDINATES (ANGSTROEM)
1 N 3.387 -0.717 3.329
2 C 2.260 0.009 3.922
3 C 1.065 0.227 3.009
4 C -0.056 1.054 3.630
5 C -1.251 1.151 2.681
6 C -2.231 2.295 2.976
7 C -3.497 1.945 3.778
8 O -3.492 0.562 4.201
9 C -4.610 -0.144 4.014
10 O -5.728 0.281 4.057
11 H 3.081 -1.648 3.065
12 H 3.653 -0.266 2.459
13 H 2.632 0.972 4.281
14 H 1.946 -0.548 4.809
15 H 0.641 -0.746 2.724
16 H 1.377 0.705 2.074
17 H -0.376 0.577 4.562
18 H 0.312 2.059 3.855
19 H -1.767 0.188 2.668
20 H -0.861 1.302 1.670
21 H -2.540 2.707 2.018
22 H -1.700 3.093 3.498
23 H -4.401 2.134 3.201
24 H -3.572 2.560 4.674
25 H -4.378 -1.198 3.807
26 C -0.842 -3.131 -2.206
27 C -0.045 -3.406 -0.939
28 C -0.298 -2.366 0.158
29 C 0.172 -1.048 -0.267
30 N 0.562 -0.036 -0.647
31 H -0.576 -2.170 -2.647
32 H -0.645 -3.898 -2.952
33 H -1.914 -3.129 -1.999
34 H 1.024 -3.424 -1.164
35 H -0.298 -4.393 -0.547
36 H 0.222 -2.632 1.080
37 H -1.362 -2.303 0.395
38 C 5.039 -3.011 -4.195
39 C 4.242 -1.768 -3.821
40 C 2.921 -2.101 -3.120
41 C 2.006 -2.840 -3.993
42 N 1.297 -3.415 -4.689
43 H 4.492 -3.632 -4.905
44 H 5.989 -2.737 -4.653
45 H 5.256 -3.617 -3.313
46 H 4.035 -1.174 -4.713
47 H 4.826 -1.137 -3.149
48 H 2.415 -1.191 -2.790
49 H 3.109 -2.702 -2.228
50 C -0.475 3.058 -2.440
51 C -1.905 3.099 -2.959
52 C -2.711 4.273 -2.388
53 C -2.873 4.166 -0.938
54 N -2.996 4.085 0.200
55 H -0.448 2.909 -1.359
56 H 0.077 2.235 -2.892
57 H 0.051 3.986 -2.671
58 H -2.415 2.164 -2.719
59 H -1.908 3.191 -4.047
60 H -3.704 4.318 -2.838
61 H -2.214 5.220 -2.608

Its spin multiplicity is 1. The SMILES is NCCCCCCOC=O.CCCC#N.CCCC#N.CCCC#N. The maximum force comes out at 0.013 Eh/bohr. The calculation puts the frontier orbital gap at 9.70 eV.

Here are the Mulliken charges for atoms 1 to 6, given in e: N -0.656; C -0.857; C 0.158; C -0.915; C 0.019; C -0.098

---

A structure of composition C19H37B3O31S7 at a distorted geometry, computed with the ωB97M-V functional and the def2-TZVPD basis.

CARTESIAN COORDINATES (ANGSTROEM)
1 C -2.165 0.838 5.221
2 C -2.017 -0.355 5.299
3 C -1.543 -1.776 5.186
4 C -1.417 -2.136 3.693
5 C -2.806 -2.417 3.014
6 B -2.653 -2.114 1.477
7 O -3.297 -1.047 0.824
8 B -2.222 -0.210 0.446
9 O -1.162 -0.735 -0.303
10 B -0.789 -1.932 0.318
11 O -1.800 -2.860 0.641
12 H -2.432 1.826 4.850
13 H -2.256 -2.398 5.741
14 H -0.542 -1.842 5.638
15 H -0.927 -1.282 3.189
16 H -0.765 -3.010 3.532
17 H -3.548 -1.769 3.500
18 H -3.070 -3.475 3.168
19 H -2.260 0.910 0.834
20 H 0.332 -2.171 0.621
21 C -0.517 -7.542 1.349
22 C -1.254 -6.233 1.531
23 O -1.150 -5.947 2.933
24 S 0.248 -6.510 3.485
25 O 1.186 -5.442 3.520
26 O -0.011 -7.322 4.617
27 O 0.607 -7.452 2.235
28 H -1.131 -8.391 1.658
29 H -0.185 -7.691 0.325
30 H -2.296 -6.296 1.229
31 H -0.767 -5.422 0.985
32 C 4.505 -2.967 2.400
33 C 3.228 -2.256 2.796
34 O 3.083 -1.211 1.829
35 S 3.686 -1.701 0.412
36 O 2.615 -2.174 -0.390
37 O 4.609 -0.739 -0.054
38 O 4.493 -2.978 0.970
39 H 5.388 -2.414 2.731
40 H 4.548 -3.982 2.787
41 H 3.274 -1.844 3.801
42 H 2.364 -2.920 2.715
43 C 7.909 -2.206 -4.261
44 C 8.387 -1.092 -3.353
45 O 7.199 -0.380 -2.996
46 S 5.960 -1.405 -2.920
47 O 5.759 -1.774 -1.567
48 O 4.912 -0.899 -3.729
49 O 6.669 -2.635 -3.696
50 H 7.716 -1.838 -5.272
51 H 8.612 -3.035 -4.306
52 H 9.095 -0.429 -3.843
53 H 8.834 -1.488 -2.438
54 C -0.826 -1.342 -5.734
55 C -1.816 -2.450 -5.441
56 O -1.990 -2.417 -4.022
57 S -1.843 -0.901 -3.499
58 O -3.143 -0.342 -3.360
59 O -0.898 -0.880 -2.446
60 O -1.178 -0.284 -4.833
61 H 0.197 -1.652 -5.512
62 H -0.884 -0.999 -6.765
63 H -1.457 -3.425 -5.759
64 H -2.784 -2.250 -5.907
65 C -2.976 1.215 -7.165
66 C -4.020 2.309 -7.196
67 O -3.734 3.045 -8.392
68 S -3.150 2.047 -9.508
69 O -4.206 1.659 -10.372
70 O -1.931 2.583 -9.994
71 O -2.823 0.810 -8.531
72 H -2.015 1.593 -6.811
73 H -3.280 0.370 -6.550
74 H -3.970 2.957 -6.325
75 H -5.027 1.896 -7.284
76 C -2.987 6.319 6.703
77 C -3.916 5.124 6.695
78 O -4.010 4.751 5.314
79 S -2.620 5.070 4.580
80 O -1.851 3.876 4.527
81 O -2.888 5.853 3.428
82 O -1.994 6.017 5.715
83 H -3.506 7.230 6.397
84 H -2.522 6.477 7.672
85 H -4.899 5.356 7.097
86 H -3.488 4.283 7.246
87 C -0.086 6.711 0.774
88 C 0.524 6.710 2.158
89 O 1.798 7.346 1.994
90 S 1.693 8.455 0.835
91 O 1.490 9.724 1.437
92 O 2.729 8.220 -0.104
93 O 0.296 7.969 0.206
94 H 0.333 5.915 0.155
95 H -1.169 6.616 0.800
96 H 0.646 5.707 2.559
97 H -0.069 7.310 2.852

Its spin multiplicity is 1. The maximum force comes out at 0.076 Eh/bohr. The calculation puts the frontier orbital gap at 10.24 eV.

Here are the Mulliken charges for atoms 1 to 6, given in e: C -0.311; C -0.191; C -0.744; C -0.011; C -0.596; B 0.089

---

A cluster of 2 separate species, C19H37BClN3O5P in total at a distorted geometry, computed with the ωB97M-V functional and the def2-TZVPD basis.

CARTESIAN COORDINATES (ANGSTROEM)
1 C 5.837 -0.042 2.194
2 C 5.040 1.383 2.126
3 C 3.964 1.505 3.307
4 C 2.609 2.283 2.937
5 O 2.570 2.866 1.601
6 C 1.337 2.607 0.951
7 C 0.850 1.151 0.609
8 C 1.729 -0.156 0.979
9 Cl 1.071 -0.996 2.500
10 C 1.921 -1.160 -0.265
11 C 3.499 -1.542 -0.396
12 C -0.545 1.054 -0.119
13 C -1.221 -0.359 -0.510
14 O -1.630 -0.540 -1.671
15 O -1.301 -1.374 0.476
16 B -2.353 -1.131 1.447
17 C -2.485 0.160 2.421
18 O -3.367 -2.171 1.584
19 C -1.350 2.326 -0.510
20 P -3.024 2.338 -1.419
21 N -2.732 2.978 -2.881
22 C -0.700 3.697 -0.129
23 N 0.567 3.794 0.580
24 C 1.144 5.143 0.932
25 N 0.161 6.251 0.819
26 H 5.097 -0.812 1.748
27 H 6.135 -0.331 3.255
28 H 6.704 0.016 1.454
29 H 4.618 1.444 1.068
30 H 5.811 2.221 2.277
31 H 4.452 1.999 4.232
32 H 3.677 0.442 3.645
33 H 1.737 1.544 3.124
34 H 2.464 3.112 3.734
35 H 2.786 0.204 1.275
36 H 1.321 -2.123 -0.060
37 H 1.544 -0.682 -1.234
38 H 3.653 -2.002 -1.444
39 H 3.821 -2.341 0.350
40 H 4.166 -0.615 -0.331
41 H -1.451 0.365 2.903
42 H -3.312 0.078 3.205
43 H -2.683 1.078 1.742
44 H -3.342 -2.365 2.558
45 H -4.000 3.191 -0.800
46 H -3.588 1.030 -1.549
47 H -3.316 3.839 -2.955
48 H -1.295 4.628 -0.456
49 H 1.442 5.073 2.045
50 H 2.053 5.387 0.270
51 H 0.566 7.124 1.196
52 H -0.743 6.031 1.257
53 C -2.564 -3.520 -1.955
54 C -3.922 -4.138 -2.232
55 O -4.400 -3.890 -3.550
56 C -3.597 -4.381 -4.614
57 C -3.402 -5.887 -4.586
58 H -2.591 -2.442 -2.122
59 H -2.266 -3.707 -0.919
60 H -1.788 -3.933 -2.604
61 H -4.656 -3.698 -1.550
62 H -3.919 -5.213 -2.029
63 H -2.634 -3.858 -4.631
64 H -4.110 -4.109 -5.540
65 H -2.882 -6.214 -3.683
66 H -2.813 -6.210 -5.447
67 H -4.369 -6.397 -4.609

Its spin multiplicity is 1. The maximum force comes out at 0.098 Eh/bohr. The net charge is +1. The calculation puts the frontier orbital gap at 5.84 eV.

Here are the Mulliken charges for atoms 1 to 6, given in e: C -0.875; C -0.322; C -0.765; C -0.075; O -0.406; C -0.376

---

A cluster of 6 separate species, C19H37BNO10S2 in total at a distorted geometry, computed with the ωB97M-V functional and the def2-TZVPD basis.

CARTESIAN COORDINATES (ANGSTROEM)
1 C 0.992 1.856 2.829
2 C 0.662 0.850 1.873
3 C 0.355 -0.188 0.598
4 S 1.630 -1.553 0.454
5 O 0.853 -2.821 -0.075
6 O 2.180 -1.971 1.864
7 N 2.923 -1.245 -0.679
8 S 3.549 0.381 -0.551
9 O 3.749 0.885 0.910
10 O 4.992 0.344 -1.188
11 B 2.588 1.634 -1.637
12 C 2.363 3.203 -1.188
13 O 2.043 1.066 -2.920
14 H 0.850 2.792 3.556
15 H 0.133 0.388 -0.408
16 H -0.675 -0.715 0.892
17 H 3.403 3.682 -0.898
18 H 1.732 3.191 -0.176
19 H 1.789 3.804 -2.029
20 H 1.110 1.413 -3.030
21 C -0.935 2.601 -5.696
22 C -1.631 1.486 -4.962
23 O -1.037 0.797 -4.134
24 C -3.083 1.247 -5.279
25 H 0.108 2.657 -5.365
26 H -0.951 2.405 -6.771
27 H -1.424 3.553 -5.475
28 H -3.195 0.990 -6.336
29 H -3.668 2.139 -5.040
30 H -3.454 0.412 -4.675
31 C -0.150 -0.079 6.885
32 C -0.375 -0.390 5.429
33 O -0.646 0.497 4.621
34 C -0.254 -1.828 5.000
35 H -0.270 0.998 7.048
36 H -0.886 -0.609 7.495
37 H 0.863 -0.366 7.174
38 H -0.994 -2.436 5.527
39 H 0.755 -2.193 5.206
40 H -0.442 -1.902 3.924
41 C -4.808 -3.900 2.387
42 C -4.088 -2.635 2.772
43 O -3.414 -2.010 1.955
44 C -4.223 -2.165 4.196
45 H -4.620 -4.117 1.331
46 H -4.438 -4.735 2.988
47 H -5.884 -3.773 2.533
48 H -3.828 -2.923 4.877
49 H -5.273 -1.961 4.422
50 H -3.650 -1.241 4.329
51 C 7.851 1.939 -2.184
52 C 8.521 3.229 -1.794
53 O 8.619 4.164 -2.587
54 C 9.067 3.331 -0.395
55 H 7.506 2.009 -3.222
56 H 8.562 1.113 -2.107
57 H 6.987 1.759 -1.540
58 H 9.833 2.567 -0.238
59 H 8.257 3.213 0.330
60 H 9.523 4.317 -0.254
61 C -6.227 -3.341 -2.842
62 C -5.557 -2.051 -2.452
63 O -5.459 -1.116 -3.245
64 C -5.011 -1.949 -1.053
65 H -6.572 -3.271 -3.880
66 H -5.516 -4.167 -2.765
67 H -7.091 -3.521 -2.198
68 H -4.246 -2.713 -0.896
69 H -5.821 -2.067 -0.328
70 H -4.556 -0.962 -0.912

Its spin multiplicity is 1. The maximum force comes out at 0.194 Eh/bohr. The net charge is -1. The calculation puts the frontier orbital gap at 7.56 eV.

Here are the Mulliken charges for atoms 1 to 6, given in e: C -0.734; C 0.271; C -0.191; S 1.080; O -0.701; O -0.640